[1]
This record from OMol25 describes a cluster of 24 separate species, C48H144O24 in total in a non-equilibrium geometry. The level of theory is the ωB97M-V functional and the def2-TZVPD basis.

The geometry in XYZ format:
```
216
Properties=species:S:1:pos:R:3:lowdin_charge:R:1
C 3.617 -28.420 13.338 -0.09
C 3.291 -27.323 12.378 -0.31
O 2.270 -26.471 12.898 -0.14
H 3.895 -27.973 14.309 0.08
H 4.455 -29.055 13.044 0.07
H 2.769 -29.111 13.424 0.07
H 2.862 -27.774 11.447 0.12
H 4.112 -26.699 11.998 0.12
H 1.346 -26.780 12.719 0.07
C -1.256 -20.140 8.454 -0.06
C -0.407 -21.334 8.123 -0.31
O -1.212 -22.339 7.533 -0.13
H -1.941 -20.428 9.255 0.06
H -1.791 -19.951 7.533 0.08
H -0.697 -19.249 8.801 0.09
H 0.120 -21.776 8.947 0.09
H 0.367 -21.009 7.410 0.12
H -0.610 -23.106 7.252 0.07
C -2.565 -20.698 16.519 -0.06
C -3.688 -20.543 15.473 -0.29
O -4.238 -19.233 15.546 -0.08
H -2.333 -21.764 16.504 0.05
H -2.861 -20.375 17.523 0.08
H -1.637 -20.215 16.221 0.05
H -4.423 -21.290 15.744 0.09
H -3.251 -20.783 14.497 0.09
H -4.833 -19.092 14.785 0.06
C -1.404 -27.956 16.155 -0.07
C -0.078 -28.617 15.906 -0.29
O 0.360 -29.228 17.120 -0.10
H -1.603 -27.336 15.256 0.08
H -1.264 -27.321 17.006 0.06
H -2.293 -28.557 16.263 0.07
H 0.647 -27.892 15.602 0.09
H -0.179 -29.317 15.085 0.10
H 1.332 -29.422 17.145 0.12
C -6.817 -24.921 9.439 -0.06
C -5.536 -24.905 10.201 -0.31
O -5.031 -23.602 10.315 -0.11
H -7.241 -25.917 9.431 0.08
H -6.597 -24.594 8.417 0.08
H -7.537 -24.253 9.843 0.06
H -4.790 -25.549 9.672 0.12
H -5.685 -25.321 11.196 0.09
H -4.422 -23.487 9.570 0.03
C -4.567 -19.718 11.707 -0.07
C -5.650 -18.662 11.656 -0.28
O -5.944 -18.303 13.014 -0.07
H -4.474 -20.194 10.706 0.08
H -4.869 -20.508 12.408 0.06
H -3.592 -19.347 12.055 0.06
H -6.541 -19.089 11.194 0.11
H -5.291 -17.803 11.118 0.11
H -6.405 -17.494 13.016 0.06
C -7.557 -22.410 14.168 -0.06
C -6.599 -22.964 13.101 -0.31
O -6.863 -22.388 11.819 -0.12
H -8.590 -22.655 13.975 0.07
H -7.501 -21.330 14.204 0.07
H -7.378 -22.759 15.177 0.06
H -6.656 -24.043 13.039 0.09
H -5.559 -22.812 13.398 0.09
H -6.118 -22.710 11.240 0.04
C -2.179 -16.438 13.876 -0.06
C -1.755 -16.884 15.280 -0.33
O -0.724 -17.805 15.203 -0.09
H -2.943 -15.671 14.086 0.08
H -2.672 -17.311 13.372 0.07
H -1.359 -16.076 13.232 0.08
H -2.620 -17.378 15.742 0.10
H -1.467 -16.074 15.945 0.11
H -0.512 -18.095 16.097 0.10
C -3.416 -24.736 6.130 -0.06
C -3.985 -23.622 7.014 -0.30
O -3.402 -23.527 8.294 -0.11
H -3.633 -24.462 5.087 0.08
H -3.819 -25.745 6.411 0.07
H -2.269 -24.768 6.179 0.08
H -5.031 -23.839 7.094 0.09
H -3.898 -22.632 6.505 0.13
H -2.576 -23.054 8.136 0.03
C -2.971 -23.123 19.566 -0.07
C -1.610 -23.340 18.942 -0.31
O -1.715 -24.076 17.741 -0.12
H -3.420 -24.101 19.696 0.07
H -3.589 -22.460 18.943 0.07
H -3.003 -22.556 20.486 0.07
H -1.049 -24.033 19.587 0.12
H -1.104 -22.409 18.809 0.10
H -0.786 -24.350 17.571 0.06
C -3.927 -28.829 19.849 -0.08
C -2.540 -28.580 19.350 -0.35
O -2.103 -29.757 18.711 -0.10
H -4.230 -27.995 20.471 0.07
H -4.024 -29.820 20.254 0.07
H -4.597 -28.905 18.934 0.09
H -1.841 -28.391 20.193 0.12
H -2.393 -27.717 18.652 0.09
H -1.186 -29.600 18.431 0.05
C -0.048 -28.838 10.832 -0.07
C -1.096 -28.060 11.582 -0.32
O -0.506 -27.063 12.407 -0.12
H -0.573 -29.636 10.268 0.08
H 0.647 -29.285 11.550 0.07
H 0.447 -28.161 10.130 0.06
H -1.728 -28.663 12.213 0.10
H -1.792 -27.571 10.871 0.10
H -1.192 -26.522 12.841 0.02
C -0.283 -25.347 9.165 -0.07
C 0.915 -24.919 8.342 -0.25
O 0.535 -24.276 7.101 -0.07
H 0.040 -25.873 10.100 0.07
H -0.855 -26.021 8.580 0.06
H -0.869 -24.473 9.505 0.07
H 1.579 -25.787 8.203 0.12
H 1.559 -24.257 8.959 0.09
H 0.581 -24.914 6.416 0.08
C -4.536 -25.734 16.772 -0.06
C -4.388 -24.417 16.003 -0.26
O -3.126 -24.117 15.414 -0.11
H -4.230 -26.640 16.221 0.07
H -5.560 -25.873 17.003 0.07
H -4.100 -25.661 17.735 0.04
H -4.704 -23.691 16.748 0.11
H -5.025 -24.455 15.132 0.09
H -2.450 -24.085 16.104 0.04
C -6.477 -20.671 8.081 -0.07
C -7.732 -21.202 8.781 -0.33
O -8.677 -20.175 8.770 -0.05
H -6.634 -20.585 7.018 0.06
H -5.578 -21.343 8.221 0.07
H -6.114 -19.703 8.515 0.08
H -7.386 -21.527 9.751 0.07
H -8.120 -22.103 8.307 0.11
H -9.277 -20.260 9.495 0.07
C 0.955 -24.567 15.279 -0.06
C 1.830 -24.850 16.480 -0.28
O 1.146 -24.487 17.665 -0.07
H -0.013 -25.094 15.238 0.07
H 1.563 -24.768 14.370 0.07
H 0.722 -23.476 15.290 0.08
H 2.725 -24.262 16.438 0.10
H 2.096 -25.889 16.500 0.10
H 1.767 -24.082 18.239 0.08
C -4.298 -31.277 10.497 -0.10
C -4.432 -31.620 11.930 -0.33
O -4.813 -32.993 12.155 -0.08
H -3.886 -30.265 10.328 0.07
H -5.231 -31.347 9.909 0.09
H -3.597 -32.000 10.045 0.08
H -5.252 -31.047 12.312 0.10
H -3.512 -31.309 12.487 0.10
H -4.068 -33.579 11.931 0.09
C -4.184 -28.870 6.917 -0.09
C -4.879 -28.110 7.995 -0.33
O -5.994 -27.493 7.337 -0.08
H -4.897 -29.616 6.496 0.10
H -3.378 -29.445 7.343 0.07
H -3.828 -28.207 6.149 0.06
H -4.221 -27.318 8.412 0.10
H -5.124 -28.701 8.862 0.09
H -6.458 -26.887 7.912 0.03
C -2.346 -32.051 15.039 -0.08
C -3.554 -31.856 15.909 -0.29
O -4.767 -31.848 15.144 -0.09
H -1.450 -31.971 15.587 0.06
H -2.328 -31.270 14.295 0.05
H -2.364 -33.031 14.565 0.08
H -3.437 -30.916 16.451 0.10
H -3.584 -32.666 16.626 0.11
H -4.843 -32.679 14.642 0.09
C -5.932 -27.248 13.910 -0.09
C -5.771 -28.642 14.422 -0.30
O -4.462 -29.080 14.038 -0.10
H -6.664 -26.639 14.448 0.08
H -6.243 -27.170 12.873 0.07
H -4.995 -26.698 13.957 0.05
H -6.586 -29.314 14.090 0.12
H -5.733 -28.676 15.514 0.10
H -4.386 -30.030 14.160 0.01
C 4.274 -22.294 14.370 -0.08
C 4.958 -21.467 15.468 -0.29
O 6.368 -21.715 15.286 -0.10
H 3.167 -22.152 14.486 0.07
H 4.505 -23.344 14.377 0.07
H 4.523 -21.923 13.403 0.06
H 4.701 -21.848 16.410 0.08
H 4.717 -20.389 15.393 0.12
H 6.833 -21.200 15.977 0.09
C 2.534 -21.980 10.712 -0.06
C 1.825 -23.102 11.454 -0.35
O 2.335 -24.338 11.067 -0.10
H 2.286 -21.979 9.659 0.06
H 3.627 -22.066 10.831 0.09
H 2.252 -21.051 11.145 0.06
H 0.720 -23.044 11.384 0.09
H 2.120 -22.992 12.535 0.09
H 2.207 -25.030 11.759 0.06
C -0.201 -21.248 13.762 -0.08
C -0.841 -20.101 13.023 -0.29
O 0.146 -19.064 12.787 -0.09
H 0.514 -21.724 13.063 0.05
H -0.942 -21.940 14.163 0.06
H 0.419 -20.919 14.582 0.07
H -1.670 -19.684 13.544 0.06
H -1.213 -20.402 12.061 0.10
H 0.165 -18.577 13.618 0.04
C -2.195 -23.829 11.896 -0.06
C -2.996 -25.014 12.193 -0.28
O -2.546 -25.754 13.338 -0.12
H -2.623 -23.239 11.101 0.07
H -1.172 -24.065 11.621 0.06
H -2.238 -23.198 12.769 0.07
H -3.040 -25.759 11.411 0.11
H -4.005 -24.612 12.370 0.10
H -2.631 -25.200 14.175 0.07
```

Its total charge is 0. The HOMO energy is -9.619 eV.


[2]
This record from OMol25 describes a structure of composition C48H28Cl2LaN9O3 in a non-equilibrium geometry. The level of theory is the ωB97M-V functional and the def2-TZVPD basis.

The geometry in XYZ format:
```
91
Properties=species:S:1:pos:R:3:lowdin_charge:R:1
La -0.442 0.211 0.507 2.05
C 6.070 1.773 -1.795 -0.13
C 5.772 0.673 -2.662 -0.14
C 4.518 0.095 -2.787 -0.04
C 3.473 0.638 -2.002 -0.14
C 2.085 0.327 -1.871 -0.34
N 1.432 -0.406 -2.829 0.17
C 0.149 -0.404 -2.916 -0.34
C -0.591 -0.915 -4.100 -0.11
C -0.132 -1.300 -5.361 -0.02
C -1.077 -1.424 -6.374 -0.11
C -2.419 -1.179 -6.094 -0.12
C -2.877 -0.838 -4.840 -0.02
C -1.926 -0.725 -3.830 -0.12
C -2.037 -0.124 -2.495 -0.31
N -3.198 0.177 -1.943 0.17
C -3.294 1.033 -0.884 -0.35
N -2.313 1.721 -0.264 -0.01
C -2.892 2.767 0.400 -0.32
N -2.184 3.736 1.064 0.20
C -0.969 3.735 1.413 -0.24
N 0.043 2.624 1.371 -0.13
C 1.366 3.222 1.313 -0.29
N 2.331 2.869 0.587 0.20
C 2.487 1.926 -0.396 -0.27
N 1.534 1.045 -0.905 0.00
C 3.752 1.645 -1.071 -0.12
C 5.051 2.228 -0.992 -0.05
C 1.158 4.523 1.937 -0.12
C 2.083 5.457 2.361 -0.03
C 1.625 6.674 2.820 -0.10
C 0.248 7.013 2.783 -0.10
C -0.647 6.112 2.240 -0.03
C -0.194 4.842 1.938 -0.13
C -4.263 2.773 0.170 -0.15
C -5.280 3.649 0.640 -0.06
C -6.564 3.353 0.386 -0.13
C -6.906 2.130 -0.318 -0.12
C -5.934 1.334 -0.870 -0.03
C -4.554 1.638 -0.598 -0.12
N -0.761 0.066 -2.001 -0.03
H 7.069 2.125 -1.738 0.07
H 6.600 0.340 -3.278 0.07
H 4.323 -0.635 -3.608 0.11
H 0.922 -1.394 -5.596 0.10
H -0.792 -1.649 -7.389 0.09
H -3.123 -1.244 -6.943 0.10
H -3.929 -0.568 -4.704 0.11
H 5.281 3.037 -0.243 0.11
H 3.148 5.242 2.372 0.11
H 2.287 7.486 3.152 0.09
H -0.140 7.947 3.186 0.09
H -1.734 6.270 2.152 0.12
H -5.056 4.546 1.238 0.11
H -7.397 3.921 0.812 0.08
H -7.949 1.873 -0.480 0.08
H -6.249 0.430 -1.349 0.09
C -0.047 1.941 2.716 -0.23
H -1.128 1.710 2.941 0.13
H 0.316 2.605 3.528 0.13
O 1.279 0.206 3.703 -0.07
C 0.890 0.650 2.660 -0.46
Cl 3.528 -3.742 1.735 0.74
C 2.708 -3.692 0.227 -0.59
C 3.490 -3.611 -0.908 -0.12
C 2.951 -3.548 -2.172 -0.08
C 1.568 -3.622 -2.288 -0.12
C 0.804 -3.812 -1.167 -0.56
Cl -0.924 -4.001 -1.295 0.73
C 1.325 -3.817 0.149 -0.32
N 0.490 -3.804 1.225 0.07
C 0.494 -4.624 2.349 -0.20
C 1.030 -5.912 2.324 -0.06
C 0.945 -6.736 3.418 -0.12
C 0.287 -6.292 4.570 -0.12
C -0.254 -5.010 4.598 -0.07
C -0.145 -4.136 3.543 -0.12
C -0.667 -2.682 3.612 -0.05
C -1.838 -2.340 2.672 -0.67
O -2.944 -2.694 3.033 0.04
O -1.505 -1.764 1.568 -0.29
H 4.539 -3.543 -0.714 0.09
H 3.547 -3.362 -3.029 0.09
H 1.067 -3.523 -3.237 0.10
H -0.336 -3.272 1.101 0.06
H 1.482 -6.222 1.373 0.12
H 1.363 -7.759 3.444 0.10
H 0.194 -6.945 5.456 0.09
H -0.760 -4.619 5.482 0.11
H 0.224 -1.975 3.439 0.12
H -0.959 -2.466 4.632 0.11
```

Its total charge is -2. The HOMO energy is -0.974 eV.


[3]
This record from OMol25 describes a structure of composition C48H34N8O2S2W in a non-equilibrium geometry. The level of theory is the ωB97M-V functional and the def2-TZVPD basis.

The geometry in XYZ format:
```
95
Properties=species:S:1:pos:R:3:lowdin_charge:R:1
W 0.318 0.050 -0.340 1.72
C 2.972 -5.965 -0.129 -0.04
C 3.912 -5.374 0.735 -0.04
C 3.910 -4.014 0.978 0.01
C 2.934 -3.255 0.340 -0.11
C 2.655 -1.838 0.358 -0.27
N 1.544 -1.569 -0.419 -0.02
C 1.180 -2.771 -1.020 -0.27
N 0.377 -2.908 -2.042 0.23
C -0.128 -1.880 -2.684 -0.24
C -0.566 -1.954 -4.053 -0.10
C -0.580 -3.003 -4.967 0.01
C -0.900 -2.696 -6.275 -0.04
C -1.195 -1.378 -6.668 -0.03
C -1.189 -0.339 -5.758 0.01
C -0.872 -0.653 -4.440 -0.10
C -0.673 0.186 -3.283 -0.24
N -0.980 1.458 -3.261 0.24
C -0.666 2.244 -2.260 -0.27
N 0.081 1.898 -1.152 -0.02
C 0.340 3.079 -0.461 -0.29
N 1.226 3.229 0.489 0.22
C 2.046 2.271 0.850 -0.25
N 1.947 0.920 0.535 -0.02
C 3.097 0.320 1.013 -0.24
N 3.384 -0.962 0.994 0.23
C 3.935 1.298 1.653 -0.10
C 5.204 1.203 2.219 0.01
C 5.766 2.365 2.705 -0.04
C 5.089 3.596 2.625 -0.04
C 3.835 3.692 2.058 0.01
C 3.264 2.515 1.578 -0.10
C -0.378 4.168 -1.073 -0.11
C -0.478 5.519 -0.749 0.01
C -1.234 6.313 -1.587 -0.04
C -1.867 5.785 -2.728 -0.04
C -1.754 4.450 -3.056 0.00
C -0.999 3.646 -2.205 -0.11
N -0.224 -0.578 -2.219 -0.01
C 1.992 -3.843 -0.497 -0.11
C 2.002 -5.210 -0.758 0.01
H 3.027 -7.029 -0.315 0.12
H 4.655 -6.000 1.212 0.12
H 4.639 -3.550 1.629 0.12
H -0.343 -4.014 -4.663 0.12
H -0.910 -3.480 -7.020 0.12
H -1.414 -1.177 -7.708 0.12
H -1.399 0.681 -6.050 0.12
H 5.728 0.257 2.258 0.12
H 6.752 2.336 3.150 0.12
H 5.573 4.486 3.007 0.12
H 3.309 4.634 1.978 0.12
H 0.027 5.923 0.119 0.12
H -1.335 7.369 -1.372 0.12
H -2.443 6.445 -3.363 0.12
H -2.220 4.033 -3.941 0.13
H 1.285 -5.652 -1.439 0.12
O -0.729 0.817 1.379 -0.65
S -1.446 2.068 1.914 1.11
C -2.584 1.395 3.165 -0.28
C -3.364 0.160 2.723 -0.20
C -2.580 -1.132 2.996 -0.21
C -2.915 -2.270 2.032 -0.28
S -1.589 -2.683 0.867 1.10
O -1.179 -1.333 0.280 -0.65
C -0.344 -3.234 2.013 -0.39
C -0.335 -4.603 2.253 -0.07
C 0.548 -5.119 3.189 -0.04
C 1.415 -4.270 3.864 -0.04
C 1.416 -2.908 3.594 -0.04
C 0.540 -2.381 2.657 -0.09
C -2.609 2.555 0.649 -0.39
C -2.927 1.726 -0.415 -0.10
C -3.834 2.174 -1.366 -0.05
C -4.408 3.433 -1.246 -0.04
C -4.079 4.254 -0.174 -0.04
C -3.168 3.821 0.777 -0.07
H -3.223 2.254 3.381 0.11
H -1.975 1.199 4.050 0.11
H -3.607 0.244 1.666 0.10
H -4.318 0.140 3.252 0.13
H -2.755 -1.460 4.021 0.13
H -1.521 -0.906 2.929 0.07
H -3.785 -2.052 1.410 0.10
H -3.097 -3.226 2.528 0.11
H -1.020 -5.260 1.725 0.12
H 0.562 -6.183 3.383 0.12
H 2.103 -4.673 4.597 0.12
H 2.108 -2.250 4.103 0.12
H 0.561 -1.321 2.439 0.09
H -2.501 0.735 -0.497 0.09
H -4.087 1.537 -2.203 0.12
H -5.118 3.774 -1.988 0.12
H -4.522 5.237 -0.083 0.12
H -2.894 4.464 1.608 0.13
```

Its total charge is +2. The HOMO energy (alpha / beta) is -11.214 / -11.217 eV.